--- a ---
C45H113N7O3S | ωB97M-V/def2-TZVPD

Spin multiplicity: 1
SMILES: CCOS(C)(=O)=O.CCN(CC)CC.CCN(CC)CC.CCN(CC)CC.CCN(CC)CC.CCN(CC)CC.CCN(CC)CC.CCN(CC)CC
Frontier orbital gap (eV): 8.42
LUMO energy (eV): 0.54

Last column: Mulliken charge in e.
Positions of all 169 atoms, in Å:
C 0.554 3.014 -2.506  -0.941
C 1.166 3.422 -1.111  0.349
N 2.093 4.558 -1.259  0.131
C 3.301 4.268 -2.096  0.440
C 4.030 5.615 -2.450  -1.494
C 2.279 5.236 0.012  -0.629
C 3.065 4.386 1.083  -0.446
H 1.243 2.348 -3.027  0.042
H 0.193 3.898 -3.031  0.438
H -0.373 2.448 -2.411  -0.197
H 0.334 3.705 -0.466  0.548
H 1.726 2.589 -0.686  -0.345
H 3.871 3.643 -1.408  -0.352
H 3.083 3.591 -2.923  0.370
H 3.390 6.286 -3.022  0.347
H 4.385 6.184 -1.591  0.327
H 4.887 5.518 -3.117  0.430
H 1.375 5.606 0.497  0.233
H 2.807 6.180 -0.125  0.315
H 3.276 4.850 2.047  0.410
H 4.017 3.957 0.771  0.311
H 2.491 3.482 1.287  -0.211
C 1.017 -1.463 4.973  -1.018
C 0.317 -1.310 6.355  -0.598
N -1.116 -0.881 6.314  0.628
C -1.364 0.444 5.770  -0.745
C -2.667 0.466 4.995  -1.428
C -1.703 -1.108 7.644  -0.502
C -1.974 -2.576 7.953  -1.249
H 0.406 -2.046 4.284  0.168
H 1.940 -2.018 5.138  0.496
H 1.233 -0.472 4.574  0.074
H 0.354 -2.296 6.817  0.397
H 0.902 -0.644 6.989  0.349
H -1.278 1.227 6.525  0.547
H -0.584 0.833 5.116  0.266
H -3.472 0.449 5.730  0.481
H -2.652 1.480 4.596  0.421
H -2.783 -0.261 4.191  -0.005
H -2.660 -0.615 7.814  0.386
H -1.013 -0.693 8.378  0.345
H -2.504 -3.126 7.175  0.221
H -2.592 -2.725 8.838  0.414
H -1.065 -3.166 8.071  0.335
C 3.326 -5.420 -7.565  -1.148
C 3.811 -4.063 -7.117  -0.783
N 3.004 -3.529 -6.044  0.420
C 1.812 -2.835 -6.510  -0.861
C 1.399 -1.561 -5.665  -0.518
C 2.868 -4.393 -4.902  -0.543
C 4.257 -4.870 -4.316  -1.247
H 2.276 -5.426 -7.855  0.288
H 3.511 -6.217 -6.845  0.271
H 3.847 -5.786 -8.449  0.437
H 4.873 -4.088 -6.873  0.318
H 3.611 -3.413 -7.968  0.538
H 1.922 -2.493 -7.539  0.493
H 0.986 -3.546 -6.551  0.323
H 0.943 -1.892 -4.731  -0.179
H 2.262 -0.946 -5.409  0.115
H 0.550 -1.105 -6.174  0.435
H 2.300 -5.276 -5.194  0.527
H 2.255 -3.983 -4.100  0.220
H 4.729 -5.511 -5.061  0.348
H 4.036 -5.587 -3.525  0.432
H 4.941 -4.113 -3.933  0.178
C -3.088 0.785 -3.368  -1.089
C -2.210 0.477 -4.559  -0.055
N -2.820 -0.560 -5.458  0.179
C -4.012 -0.069 -6.173  -0.429
C -3.731 1.100 -7.111  -1.274
C -3.169 -1.836 -4.749  -0.682
C -1.943 -2.607 -4.249  -0.369
H -4.139 1.022 -3.538  0.356
H -2.670 1.574 -2.743  0.408
H -3.073 -0.027 -2.642  0.095
H -1.917 1.300 -5.210  0.543
H -1.216 0.172 -4.233  -0.442
H -4.796 0.235 -5.479  0.335
H -4.430 -0.881 -6.767  0.448
H -2.960 0.953 -7.868  0.288
H -3.484 1.970 -6.502  0.278
H -4.666 1.366 -7.603  0.422
H -3.935 -1.716 -3.983  0.416
H -3.659 -2.530 -5.432  0.459
H -1.437 -3.120 -5.067  0.206
H -1.269 -2.059 -3.590  -0.445
H -2.279 -3.480 -3.690  0.494
C -1.054 5.296 6.663  -1.431
C -0.775 4.050 5.792  -0.403
N 0.506 4.194 5.022  0.659
C 0.559 5.349 4.117  -0.399
C -0.522 5.133 3.016  -1.129
C 1.668 4.161 5.946  -0.713
C 2.967 3.841 5.226  -1.176
H -1.141 6.172 6.021  0.304
H -0.325 5.448 7.460  0.276
H -1.999 5.296 7.206  0.471
H -0.735 3.143 6.396  0.203
H -1.694 3.915 5.221  0.267
H 0.319 6.230 4.712  0.241
H 1.560 5.525 3.724  0.349
H -0.444 5.957 2.307  0.456
H -0.483 4.189 2.473  -0.038
H -1.502 5.221 3.484  0.453
H 1.432 3.349 6.634  0.494
H 1.778 4.956 6.683  0.293
H 2.782 3.158 4.397  0.139
H 3.751 3.437 5.866  0.459
H 3.421 4.730 4.789  0.315
C 0.162 1.101 1.872  -1.112
C -0.514 -0.249 1.534  0.630
N 0.420 -1.153 0.822  0.388
C 0.968 -0.604 -0.423  -0.309
C -0.049 -0.406 -1.555  0.248
C 0.002 -2.576 0.666  0.226
C 1.067 -3.467 0.060  -1.711
H 1.091 0.891 2.401  0.112
H -0.349 1.700 2.625  0.168
H 0.333 1.665 0.954  0.078
H -0.697 -0.809 2.451  0.705
H -1.434 -0.166 0.956  -0.868
H 1.487 0.325 -0.189  -1.028
H 1.807 -1.263 -0.648  0.090
H 0.386 -0.041 -2.485  0.720
H -0.665 -1.276 -1.780  -0.216
H -0.739 0.368 -1.218  0.029
H -0.914 -2.553 0.076  -0.261
H -0.282 -3.105 1.575  0.574
H 0.914 -4.503 0.360  0.492
H 2.051 -3.228 0.465  0.344
H 1.080 -3.390 -1.027  0.215
C -5.309 -3.649 4.156  -1.482
C -4.542 -2.807 3.155  -0.114
N -4.866 -3.252 1.762  0.200
C -6.209 -2.814 1.395  -0.248
C -6.844 -3.856 0.471  -1.310
C -3.834 -2.821 0.758  -0.813
C -3.587 -1.317 0.622  0.773
H -5.265 -4.717 3.944  0.391
H -6.391 -3.544 4.237  0.334
H -4.955 -3.517 5.178  0.355
H -4.737 -1.750 3.334  0.204
H -3.487 -2.950 3.388  0.258
H -6.896 -2.756 2.239  0.404
H -6.258 -1.836 0.916  0.219
H -6.982 -4.848 0.902  0.299
H -7.800 -3.466 0.119  0.420
H -6.257 -3.879 -0.447  0.266
H -4.072 -3.238 -0.220  0.154
H -2.885 -3.282 1.034  0.293
H -2.878 -1.078 -0.171  -0.558
H -3.204 -0.818 1.512  -0.308
H -4.508 -0.771 0.421  0.479
O 3.341 0.988 -3.755  -0.530
S 4.717 0.488 -3.618  1.129
O 5.698 0.895 -4.623  -0.654
O 5.190 0.860 -2.065  -0.499
C 4.206 0.723 -1.054  0.363
C 4.820 1.016 0.267  -1.503
C 4.786 -1.403 -3.532  -0.923
H 3.840 -0.304 -1.070  0.320
H 3.279 1.193 -1.381  0.203
H 5.707 0.411 0.454  0.411
H 4.031 0.942 1.016  0.288
H 5.035 2.084 0.228  0.317
H 4.427 -1.738 -4.505  0.205
H 4.136 -1.760 -2.733  0.290
H 5.807 -1.742 -3.354  0.501


--- b ---
C45H113N7O3S | ωB97M-V/def2-TZVPD

Spin multiplicity: 1
SMILES: CCOS(C)(=O)=O.CCN(CC)CC.CCN(CC)CC.CCN(CC)CC.CCN(CC)CC.CCN(CC)CC.CCN(CC)CC.CCN(CC)CC
Frontier orbital gap (eV): 8.62
LUMO energy (eV): 0.55

Last column: Mulliken charge in e.
Positions of all 169 atoms, in Å:
C -2.411 2.381 2.383  -0.473
C -2.149 3.030 3.744  -1.075
N -1.105 2.377 4.516  0.960
C -1.492 1.047 5.004  -0.494
C -0.247 0.238 5.408  -1.140
C -0.737 3.231 5.647  -0.618
C 0.119 4.440 5.259  -1.285
H -2.887 1.400 2.449  0.044
H -1.464 2.235 1.864  -0.213
H -3.111 2.968 1.790  0.552
H -1.884 4.071 3.554  0.457
H -3.069 3.054 4.354  0.336
H -2.261 1.113 5.783  0.335
H -1.919 0.508 4.156  0.098
H 0.062 0.514 6.418  0.433
H -0.543 -0.808 5.484  0.446
H 0.531 0.435 4.679  0.071
H -0.200 2.643 6.391  0.390
H -1.629 3.603 6.174  0.312
H -0.497 5.230 4.833  0.388
H 0.880 4.171 4.523  0.140
H 0.681 4.802 6.121  0.415
C 3.130 -6.874 5.355  -1.413
C 3.719 -6.212 4.098  -0.218
N 3.011 -6.648 2.894  0.044
C 3.800 -6.295 1.692  -0.254
C 4.905 -7.330 1.512  -1.350
C 1.664 -6.053 2.834  -0.857
C 1.584 -4.525 2.829  -0.202
H 2.604 -6.208 6.038  0.292
H 4.002 -7.199 5.934  0.390
H 2.547 -7.763 5.132  0.378
H 3.728 -5.114 4.199  0.262
H 4.788 -6.411 4.023  0.402
H 3.125 -6.326 0.836  0.320
H 4.217 -5.283 1.755  0.192
H 5.737 -7.230 2.210  0.321
H 4.499 -8.334 1.648  0.339
H 5.363 -7.325 0.519  0.421
H 1.126 -6.455 3.696  0.328
H 1.188 -6.523 1.971  0.145
H 0.645 -4.131 2.444  -0.257
H 2.351 -3.973 2.276  0.192
H 1.782 -4.133 3.830  0.467
C -3.292 -1.755 0.714  -0.505
C -2.081 -2.706 0.757  -0.535
N -2.314 -4.038 0.225  0.230
C -2.654 -4.049 -1.192  -1.135
C -1.517 -3.577 -2.120  -0.464
C -1.198 -4.917 0.592  -0.109
C -1.591 -6.384 0.387  -1.642
H -4.123 -2.116 1.325  0.289
H -3.669 -1.595 -0.297  -0.092
H -2.953 -0.847 1.218  -0.225
H -1.226 -2.188 0.297  0.295
H -1.837 -2.730 1.822  0.464
H -2.994 -5.049 -1.466  0.519
H -3.541 -3.449 -1.410  0.194
H -1.850 -3.696 -3.154  0.504
H -1.309 -2.538 -1.875  -0.059
H -0.653 -4.238 -2.049  0.410
H -0.951 -4.772 1.644  0.321
H -0.257 -4.679 0.077  0.310
H -0.681 -6.972 0.582  0.433
H -1.713 -6.672 -0.660  0.421
H -2.403 -6.728 1.015  0.256
C -3.430 -0.072 -3.707  -0.592
C -2.375 0.624 -4.565  -1.144
N -1.068 -0.009 -4.494  1.102
C -1.095 -1.256 -5.258  -0.523
C 0.144 -2.098 -5.061  -1.436
C 0.001 0.915 -4.878  -0.415
C 0.161 1.180 -6.388  -1.048
H -3.772 -0.994 -4.185  0.466
H -4.295 0.557 -3.503  0.121
H -3.030 -0.422 -2.752  -0.038
H -2.804 0.678 -5.580  0.529
H -2.278 1.664 -4.245  0.352
H -1.239 -1.028 -6.328  0.406
H -2.017 -1.802 -5.056  0.419
H 0.207 -2.458 -4.033  0.191
H 1.062 -1.506 -5.151  0.306
H 0.289 -2.884 -5.800  0.422
H -0.239 1.893 -4.457  -0.022
H 0.937 0.601 -4.417  0.343
H -0.794 1.520 -6.797  0.307
H 0.838 2.006 -6.601  -0.067
H 0.481 0.278 -6.907  0.321
C -7.540 1.740 -3.533  -1.448
C -6.805 1.874 -2.209  -0.215
N -6.987 0.762 -1.297  0.173
C -6.365 -0.473 -1.734  0.476
C -6.937 -1.693 -0.997  -1.685
C -6.725 1.108 0.116  -1.425
C -5.250 1.198 0.483  -0.211
H -8.602 1.572 -3.366  0.353
H -7.037 1.010 -4.168  0.246
H -7.442 2.691 -4.065  0.432
H -5.737 2.047 -2.441  0.057
H -7.118 2.814 -1.746  0.543
H -6.374 -0.572 -2.819  0.544
H -5.279 -0.451 -1.538  -0.403
H -6.554 -1.733 0.020  0.227
H -8.024 -1.602 -0.945  0.421
H -6.736 -2.600 -1.566  0.431
H -7.184 0.268 0.639  0.388
H -7.221 2.046 0.353  0.527
H -4.719 0.247 0.553  -0.032
H -5.230 1.674 1.469  0.433
H -4.632 1.821 -0.168  0.319
C 3.634 2.741 4.882  -0.849
C 4.751 3.323 4.053  -0.801
N 4.904 2.554 2.810  0.808
C 5.582 1.283 3.049  -0.688
C 5.729 0.382 1.831  -1.545
C 5.539 3.343 1.758  -0.563
C 4.642 4.461 1.225  -1.259
H 3.421 3.405 5.730  0.467
H 3.899 1.803 5.372  0.375
H 2.694 2.657 4.345  -0.099
H 4.536 4.374 3.864  0.343
H 5.734 3.306 4.552  0.342
H 6.566 1.515 3.500  0.465
H 5.133 0.764 3.899  0.381
H 6.030 -0.639 2.060  0.397
H 4.805 0.335 1.252  0.364
H 6.517 0.752 1.172  0.420
H 5.807 2.643 0.969  0.363
H 6.491 3.793 2.086  0.218
H 4.628 5.289 1.941  0.427
H 3.614 4.108 1.157  0.179
H 5.071 4.900 0.326  0.395
C 2.918 4.462 -6.828  -1.304
C 3.329 4.019 -5.415  -0.758
N 2.144 3.880 -4.538  0.674
C 1.651 5.213 -4.145  -0.466
C 0.251 5.110 -3.496  -1.132
C 2.465 3.073 -3.355  -0.482
C 3.715 3.434 -2.550  -1.402
H 2.850 5.545 -6.898  0.393
H 2.023 3.973 -7.193  0.227
H 3.779 4.160 -7.433  0.424
H 3.749 3.011 -5.470  0.457
H 4.095 4.660 -4.963  0.352
H 2.395 5.719 -3.513  0.347
H 1.603 5.811 -5.056  0.497
H 0.356 4.840 -2.446  0.239
H -0.242 6.076 -3.563  0.442
H -0.223 4.279 -4.014  0.129
H 2.588 2.039 -3.697  0.233
H 1.610 3.018 -2.682  0.200
H 3.761 2.863 -1.621  0.452
H 3.625 4.469 -2.207  0.251
H 4.630 3.263 -3.112  0.287
O 1.140 -1.320 2.382  -0.479
S 1.430 -0.335 1.384  1.006
O 2.398 -0.491 0.334  -0.676
O -0.005 0.015 0.686  0.136
C -0.039 0.286 -0.713  -0.513
C -1.406 0.889 -0.950  0.104
C 1.812 1.273 2.134  -0.409
H 0.059 -0.650 -1.274  0.060
H 0.790 0.883 -1.105  0.572
H -2.193 0.231 -0.570  -0.762
H -1.648 1.052 -1.998  0.099
H -1.561 1.803 -0.373  0.449
H 2.666 0.997 2.755  0.302
H 1.015 1.665 2.762  -0.342
H 2.186 1.906 1.336  0.203


Of them, b has the highest stability.